Entry 1:
Entry from the OMol25 dataset: C12H21N5ScSe as an isolated structure (the ωB97M-V functional and the def2-TZVPD basis).

Each line ends with the natural charge from an NBO analysis.
Geometry (Å):
Sc (-1.7124, 0.4326, -0.0485)  1.8177
N (-3.3134, -0.1840, -1.4888)  -0.9449
C (-4.5648, 0.1242, -0.7123)  -0.2546
C (-4.5126, -0.5750, 0.6336)  -0.2625
N (-3.2316, -0.2897, 1.3776)  -0.7282
C (-3.3168, 0.7577, 2.4543)  -0.2546
C (-3.4595, 2.1365, 1.8544)  -0.2498
N (-2.3422, 2.3603, 0.8658)  -0.9440
H (-3.3474, 0.2770, -2.4003)  0.4412
H (-3.2899, -1.1813, -1.7173)  0.4304
H (-5.4447, -0.1957, -1.2700)  0.2771
H (-4.6319, 1.2087, -0.6173)  0.2125
H (-4.5609, -1.6557, 0.4937)  0.2477
H (-5.3697, -0.2932, 1.2464)  0.2615
H (-2.9566, -1.1537, 1.8441)  0.4396
H (-2.3962, 0.6808, 3.0392)  0.2382
H (-4.1471, 0.5441, 3.1294)  0.2674
H (-3.4275, 2.8972, 2.6332)  0.2715
H (-4.4026, 2.2638, 1.3261)  0.2289
H (-1.5248, 2.7248, 1.3624)  0.4370
H (-2.5978, 3.1094, 0.2199)  0.4378
C (2.6203, 1.4502, -1.3739)  -0.4095
N (2.8545, 0.1674, -0.7136)  -0.3138
C (2.1187, -0.4360, 0.2173)  0.2915
Se (0.5411, 0.1642, 1.0653)  -0.1798
N (2.7300, -1.5568, 0.6114)  -0.4774
C (3.9216, -1.7070, -0.0971)  0.1055
C (4.9069, -2.6912, -0.0583)  -0.2081
C (5.9687, -2.4981, -0.9122)  -0.1461
C (6.0533, -1.3773, -1.7672)  -0.1515
C (5.0760, -0.4086, -1.8028)  -0.2261
C (3.9997, -0.6097, -0.9400)  0.1584
H (1.6294, 1.8055, -1.1079)  0.2038
H (2.6922, 1.3129, -2.4500)  0.2467
H (3.3631, 2.1692, -1.0345)  0.2570
H (2.3853, -2.1743, 1.3317)  0.4572
H (4.8492, -3.5459, 0.6009)  0.2564
H (6.7695, -3.2246, -0.9290)  0.2589
H (6.9175, -1.2782, -2.4096)  0.2581
H (5.1536, 0.4493, -2.4557)  0.2489

Summary:
Charge = +3
Orbital gap = 6.061 eV
E_tot = -106258.32296 eV
Multiplicity = 1

---

Entry 2:
Entry from the OMol25 dataset: an isolated molecule of C12H21NSi (the ωB97M-V functional and the def2-TZVPD basis).

Each line ends with the natural charge from an NBO analysis.
Geometry (Å):
C (-1.7808, 1.2766, -3.2675)  -0.2277
C (-2.1596, 1.9312, -2.1223)  -0.1987
C (-0.4601, 0.9334, -3.4651)  -0.1958
C (-1.2194, 2.1294, -1.1067)  -0.2262
C (0.4924, 1.1541, -2.4936)  -0.2149
C (0.0929, 1.7626, -1.2853)  0.0009
N (1.4214, -0.2551, 0.9132)  -0.8307
C (2.6831, -0.6429, 1.5465)  -0.4087
C (1.0656, 2.0502, -0.1653)  -0.4362
C (0.9766, 1.1586, 1.0590)  -0.2036
C (0.3764, -3.0208, 0.5733)  -1.1432
C (-1.5327, -0.9630, 0.0246)  -1.1112
C (-0.7858, -1.4738, 2.9578)  -1.1388
Si (-0.0859, -1.3342, 1.1955)  1.7900
H (-2.5099, 1.0158, -4.0033)  0.2111
H (-3.2094, 2.1222, -1.9323)  0.2112
H (-0.1601, 0.4504, -4.3689)  0.2078
H (-1.5242, 2.6390, -0.1941)  0.2081
H (1.5014, 0.8177, -2.5977)  0.2151
H (3.4608, 0.1377, 1.5232)  0.2005
H (3.0531, -1.5292, 1.0014)  0.2003
H (2.4521, -0.9864, 2.5554)  0.1704
H (2.0881, 2.0767, -0.5530)  0.2117
H (0.9007, 3.0817, 0.1153)  0.2141
H (1.6022, 1.6078, 1.8406)  0.1870
H (-0.0335, 1.1396, 1.4669)  0.1752
H (-0.4273, -3.7443, 0.6842)  0.2370
H (1.2424, -3.3329, 1.1651)  0.2256
H (0.6626, -2.9883, -0.4781)  0.2419
H (-1.0922, -0.9682, -0.9785)  0.2441
H (-1.9554, 0.0067, 0.2354)  0.2290
H (-2.2992, -1.7146, 0.1193)  0.2369
H (-0.1718, -2.0310, 3.6613)  0.2375
H (-0.9299, -0.4909, 3.4352)  0.2362
H (-1.7346, -2.0159, 2.9385)  0.2443

Summary:
Orbital gap = 9.206 eV
E_tot = -22153.14648 eV
Multiplicity = 1
Energy relative to the best compared isomer or geometry (same formula, charge and spin) = 0.0 kJ/mol
Structure (SMILES) = CN(CCc1ccccc1)[Si](C)(C)C

---

Entry 3:
Entry from the OMol25 dataset: C12H22AsClN2O2SY as an isolated structure (the ωB97M-V functional and the def2-TZVPD basis).

Each line ends with the Löwdin charge.
Geometry (Å):
Y (0.0537, -0.5779, -1.2778)  1.3582
Cl (-0.1601, 3.9514, 4.6223)  0.7827
C (-0.1498, 2.7018, 3.4503)  -0.6499
C (0.0375, 1.3699, 3.8478)  -0.0105
C (0.0365, 0.3307, 2.9317)  0.0239
C (-0.1380, 0.5849, 1.5835)  -0.3008
O (-0.1656, -0.4343, 0.7031)  -0.2722
C (-0.2982, 1.9330, 1.1646)  -0.1432
C (-0.4124, 2.3217, -0.1832)  -0.1002
O (-0.2990, 1.5565, -1.1961)  -0.1680
C (-0.3185, 2.9781, 2.1255)  -0.0160
H (0.1827, 1.1585, 4.9006)  0.1336
H (0.1804, -0.6932, 3.2521)  0.1360
H (-0.6009, 3.3763, -0.3894)  0.1574
H (-0.4523, 4.0028, 1.7974)  0.1355
C (3.4798, 1.1206, -0.0772)  -0.2088
As (3.5399, 0.0847, -1.6874)  0.7575
C (2.9621, 1.1530, -3.1732)  -0.2259
C (5.3471, -0.4257, -2.0178)  -0.2135
S (2.3571, -1.7171, -1.4961)  0.1758
H (3.8800, 2.1121, -0.2807)  0.0658
H (4.0975, 0.6133, 0.6598)  0.0636
H (2.4630, 1.1974, 0.3011)  0.0142
H (3.5806, 2.0486, -3.2129)  0.0657
H (1.9200, 1.4567, -3.0855)  0.0232
H (3.1063, 0.5632, -4.0753)  0.0603
H (5.9499, 0.4773, -2.1065)  0.0671
H (5.3807, -0.9960, -2.9428)  0.0614
H (5.6991, -1.0361, -1.1904)  0.0611
N (-5.0329, -3.2729, 0.7581)  0.2154
C (-4.5115, -2.3396, -0.3125)  -0.1162
C (-2.9840, -2.2344, -0.2803)  -0.2204
N (-2.4786, -1.3772, -1.3853)  -0.0319
H (-6.0568, -3.3270, 0.7233)  0.1902
H (-4.7849, -2.9663, 1.7032)  0.1840
H (-4.6849, -4.2298, 0.6437)  0.1852
H (-4.9861, -1.3746, -0.1451)  0.1454
H (-4.8638, -2.7378, -1.2623)  0.1458
H (-2.5432, -3.2244, -0.4018)  0.1343
H (-2.6325, -1.8298, 0.6678)  0.1186
H (-2.9711, -0.4840, -1.3847)  0.1057
H (-2.7287, -1.8143, -2.2717)  0.1098

Summary:
Charge = +3
Orbital gap = 7.140 eV
E_tot = -105093.14194 eV
Multiplicity = 1
Energy relative to the best compared isomer or geometry (same formula, charge and spin) = 1.3 kJ/mol

---

Entry 4:
Entry from the OMol25 dataset: a 8-piece molecular cluster, C12H22BBr6N2O14 overall (the ωB97M-V functional and the def2-TZVPD basis).

Each line ends with the natural charge from an NBO analysis.
Geometry (Å):
N (-1.2081, 1.4094, -4.8408)  -0.8719
H (-1.7167, 0.5776, -4.5771)  0.4917
H (-0.7314, 1.8710, -4.0794)  0.4795
H (-1.8046, 2.0672, -5.3221)  0.4069
H (-0.4763, 1.1870, -5.5004)  0.4203
N (-0.5088, 0.7671, -0.6692)  -0.9127
H (-0.1544, 1.4986, -1.2687)  0.4574
H (-0.6857, -0.0974, -1.1605)  0.4670
H (-1.3788, 1.1854, -0.3721)  0.4078
H (0.0768, 0.6214, 0.1407)  0.4563
O (0.9955, -7.7157, 0.8059)  -0.5614
C (1.1486, -6.6208, 1.3812)  0.6769
O (1.6008, -5.4579, 0.9254)  -0.6520
B (1.5195, -4.3659, 1.8770)  1.1619
O (1.1820, -5.0867, 3.1022)  -0.6845
C (0.9470, -6.4262, 2.8622)  0.6810
O (0.7320, -7.2928, 3.6765)  -0.5358
O (0.5508, -3.3264, 1.4756)  -0.6133
C (1.1594, -2.2235, 1.3238)  0.6963
O (0.6112, -1.1579, 1.1746)  -0.6371
C (2.6393, -2.4148, 1.5634)  0.6697
O (2.8486, -3.6590, 1.8658)  -0.6244
O (3.4940, -1.5585, 1.3229)  -0.5694
O (2.7628, 2.3993, -3.4670)  -0.6647
C (1.9582, 1.9878, -2.5323)  0.9319
O (0.6879, 2.1543, -2.6782)  -0.9277
O (2.5048, 1.6968, -1.4305)  -0.7328
H (2.0192, 2.6434, -4.0231)  0.4635
O (-1.4971, -2.9843, -3.5763)  -0.6863
C (-1.5975, -1.7990, -2.9779)  0.9731
O (-2.0109, -0.8698, -3.6635)  -0.8945
O (-1.1744, -1.6203, -1.8354)  -0.7697
H (-1.8295, -2.7574, -4.4479)  0.4758
Br (-2.9265, -3.5763, 2.4824)  0.0203
C (-3.8557, -1.8708, 2.1228)  -0.4398
C (-3.1515, -1.1253, 0.9796)  -0.4722
Br (-3.6053, 0.7306, 0.7512)  -0.0304
H (-3.8603, -1.2349, 3.0081)  0.2173
H (-4.9088, -2.0874, 1.9429)  0.2159
H (-3.3701, -1.6038, 0.0249)  0.2395
H (-2.0634, -1.1560, 1.0365)  0.2640
Br (0.7843, 7.9807, -0.5734)  -0.0604
C (-0.6522, 6.6094, -0.2234)  -0.4098
C (0.0442, 5.3088, -0.5246)  -0.4214
Br (-1.1915, 3.9145, 0.2240)  -0.0606
H (-1.5102, 6.9128, -0.8233)  0.2296
H (-0.9840, 6.6996, 0.8109)  0.2324
H (1.0000, 5.0710, -0.0577)  0.2508
H (0.1794, 5.0302, -1.5697)  0.2404
Br (4.4293, 1.2862, 3.4251)  -0.0086
C (2.5629, 0.7680, 3.6970)  -0.4359
C (1.7986, 1.5945, 2.6436)  -0.4091
Br (-0.1872, 1.3325, 2.8552)  -0.0703
H (2.3212, 1.0325, 4.7264)  0.2176
H (2.4325, -0.3083, 3.5835)  0.2373
H (2.0563, 1.4016, 1.6023)  0.2612
H (1.9940, 2.6579, 2.7813)  0.2130

Summary:
Charge = -1
Orbital gap = 7.836 eV
E_tot = -465386.66771 eV
Multiplicity = 1
Energy relative to the best compared isomer or geometry (same formula, charge and spin) = 210.7 kJ/mol

---

Entry 5:
Entry from the OMol25 dataset: C12H22CaN8O12 as an isolated structure (the ωB97M-V functional and the def2-TZVPD basis).

Each line ends with the natural charge from an NBO analysis.
Geometry (Å):
Ca (0.4519, 0.4806, -0.2882)  1.7911
C (2.3004, -1.8808, -1.4326)  0.9592
O (2.9957, -1.9147, -2.4880)  -0.8392
O (2.2995, -0.7529, -0.7228)  -0.9956
O (1.5314, -2.8568, -1.0309)  -0.9785
C (1.7136, 2.7054, -1.2987)  0.9156
O (2.8858, 3.1619, -1.2730)  -0.7953
O (0.7900, 2.7911, -0.3716)  -1.0089
O (1.4839, 1.6928, -2.1130)  -0.9121
C (-2.9439, 0.8062, -0.1464)  0.7936
O (-1.7859, 1.1524, -0.0260)  -0.6570
N (-3.6318, 0.2566, 0.9185)  -0.8710
N (-3.6472, 0.9037, -1.3137)  -0.8534
H (-3.2403, 0.3245, 1.8396)  0.4159
H (-4.6278, 0.2091, 0.7898)  0.3686
H (-3.1699, 1.6033, -1.8736)  0.4415
H (-4.6509, 0.8902, -1.3019)  0.3731
C (-1.1286, -1.6284, -2.5525)  0.7978
O (-0.4386, -0.8403, -1.9464)  -0.7050
N (-0.6493, -2.9040, -2.6456)  -0.8872
N (-2.2511, -1.3593, -3.2968)  -0.8677
H (0.2656, -3.0724, -2.1827)  0.4754
H (-1.1240, -3.6596, -3.1031)  0.3457
H (-2.5978, -0.4149, -3.2780)  0.4198
H (-2.7746, -2.1458, -3.6251)  0.3728
C (-0.8033, -2.2527, 0.9125)  0.8220
O (-0.3598, -1.1226, 1.0664)  -0.7368
N (-2.0822, -2.5250, 0.4974)  -0.8517
N (-0.0279, -3.3559, 1.0384)  -0.8244
H (-2.7912, -1.8136, 0.4951)  0.4054
H (-2.3593, -3.4881, 0.4854)  0.3762
H (-0.0899, -4.1398, 0.4160)  0.4062
H (0.8758, -3.2369, 1.4562)  0.4147
C (-1.7489, 2.4260, -3.3933)  0.7354
O (-2.7883, 2.4108, -4.0906)  -0.7882
N (-0.6678, 1.6818, -3.6390)  -0.8422
N (-1.5554, 3.2746, -2.3333)  -0.8795
H (-0.7287, 0.9998, -4.3735)  0.3803
H (0.1726, 1.6639, -2.9986)  0.4591
H (-0.6768, 3.2354, -1.8083)  0.4536
H (-2.2863, 3.8649, -1.9879)  0.3723
C (2.1666, -0.3002, 2.9991)  -0.2297
C (3.1668, -0.7238, 3.8633)  -0.2521
C (3.8779, 0.2227, 4.6009)  0.2469
C (3.5504, 1.5552, 4.5801)  -0.2695
C (2.4778, 1.9451, 3.7676)  -0.2539
C (1.8529, 1.0493, 2.9217)  0.2925
O (0.9289, 1.4649, 2.0045)  -0.6830
O (4.9595, -0.2329, 5.3502)  -0.7073
H (1.7233, -0.9945, 2.2967)  0.2601
H (3.3903, -1.7816, 3.8880)  0.2042
H (3.9383, 2.3318, 5.2232)  0.2119
H (2.1732, 2.9863, 3.7693)  0.1998
H (0.8388, 2.4237, 2.0630)  0.5097
H (4.8168, -1.1166, 5.6924)  0.4687

Summary:
Charge = -2
Orbital gap = 3.568 eV
E_tot = -67738.98393 eV
Multiplicity = 1